C28H20I3IrN5O as an isolated structure, computed with ωB97M-V with the def2-TZVPD basis set.

Last column: Löwdin charge in e.
Atoms and positions in Å:
Ir1 0.01753 -0.17682 -0.02904  1.067
I1 -2.53313 3.87287 1.98701  0.954
C1 -1.91195 2.09075 2.84530  -0.649
C2 -2.18028 1.81980 4.20190  -0.209
C3 -1.75872 0.66248 4.79783  -0.671
I2 -2.17129 0.36142 6.81301  0.971
C4 -1.03714 -0.30430 4.04887  -0.197
C5 -0.52393 -1.51953 4.55354  -0.021
C6 0.19185 -2.33780 3.73375  -0.013
C7 0.39110 -1.99049 2.38885  -0.122
N1 -0.10546 -0.88799 1.86194  -0.089
C8 -0.80167 -0.02609 2.68918  -0.122
C9 -1.22541 1.17919 2.08305  -0.405
O1 -0.92707 1.35881 0.80217  -0.322
H1 -2.72523 2.55560 4.77737  0.084
H2 -0.69308 -1.78119 5.58935  0.070
H3 0.61513 -3.26289 4.09824  0.120
H4 0.96859 -2.63742 1.74893  0.075
I3 -0.02446 -2.65334 -0.91869  1.247
C10 1.99906 -2.93630 -0.55753  -0.613
C11 2.59779 -4.13655 -0.79183  -0.128
C12 3.97869 -4.25862 -0.52341  -0.061
C13 4.67535 -3.18661 -0.05150  -0.016
C14 4.04642 -1.94156 0.20455  -0.158
C15 4.78612 -0.85012 0.71512  -0.028
C16 4.15087 0.31779 1.00608  -0.058
C17 2.76228 0.45251 0.78867  -0.103
C18 1.98986 -0.54975 0.25351  -0.312
C19 2.65338 -1.79307 -0.03615  -0.256
H5 2.04168 -4.97962 -1.17972  0.104
H6 4.47240 -5.20428 -0.69989  0.113
H7 5.73731 -3.27039 0.14398  0.121
H8 5.85085 -0.96532 0.87501  0.119
H9 4.70339 1.15148 1.42032  0.112
H10 2.29533 1.38532 1.08115  0.095
C20 -3.84925 -0.47266 -3.95012  -0.013
N2 -3.29435 0.63503 -3.16918  -0.183
C21 -3.99054 1.92564 -3.16448  -0.009
C22 -2.35629 0.40874 -2.28891  -0.213
N3 -1.52908 0.21002 -1.50758  0.036
H11 -4.07069 -0.11177 -4.95235  0.095
H12 -4.76341 -0.85351 -3.49263  0.098
H13 -3.11507 -1.27105 -4.01843  0.095
H14 -4.19947 2.21003 -4.19366  0.095
H15 -3.35103 2.67748 -2.70988  0.097
H16 -4.92575 1.85957 -2.60735  0.099
N4 3.36011 5.53220 -3.90675  0.191
C23 2.83348 4.68609 -3.33732  -0.155
C24 2.16426 3.62416 -2.62733  -0.201
C25 1.52056 3.87872 -1.42497  0.026
C26 0.87695 2.83568 -0.78288  -0.099
N5 0.85566 1.59732 -1.27857  -0.045
C27 1.47632 1.35812 -2.43854  -0.103
C28 2.14388 2.33617 -3.14819  0.016
H17 1.51815 4.86869 -0.99188  0.132
H18 0.34165 2.98534 0.14433  0.095
H19 1.43376 0.34004 -2.80304  0.115
H20 2.63773 2.10183 -4.08005  0.130

Results
HOMO-LUMO gap = 7.09 eV
HOMO level = -0.3721 Ha
Energy relative to the best compared isomer or geometry (same formula, charge and spin) = 39.39 kcal per mole
LUMO energy = -3.032 eV
Total energy = -65992.961 eV
Total charge = +1

***

C22H35BBaN8O3P as an isolated structure at a distorted geometry, computed with ωB97M-V with the def2-TZVPD basis set.

Last column: Löwdin charge in e.
Atoms and positions in Å:
Ba1 -0.08388 0.34635 1.95886  1.856
C1 -0.28918 3.52255 3.95186  -0.023
C2 -0.29588 3.79035 2.49416  -0.350
C3 -0.31218 5.04265 1.85206  0.023
C4 -0.30738 4.74525 0.50836  -0.036
N1 -0.29078 3.40815 0.36346  0.007
N2 -0.28158 2.82795 1.58416  -0.142
B1 -0.28768 2.50345 -0.87954  -0.639
N3 -1.53328 1.58045 -0.81534  0.000
C5 -2.60048 1.63495 -1.63574  -0.045
C6 -3.52108 0.70265 -1.21894  0.022
C7 -2.94238 0.11045 -0.08684  -0.343
C8 -3.51058 -0.96305 0.76886  -0.017
N4 -1.74528 0.65375 0.13486  -0.142
N5 1.04292 1.69945 -0.89954  0.007
C9 2.00652 1.76585 -1.84204  -0.040
C10 3.06522 0.98775 -1.44244  0.026
C11 2.68212 0.47785 -0.19104  -0.344
C12 3.45262 -0.41865 0.69946  -0.013
N6 1.45982 0.91795 0.11116  -0.156
N7 -0.35258 3.16485 -2.25404  0.061
C13 -0.31708 4.41095 -2.78974  0.062
C14 -0.32658 4.29255 -4.15394  0.067
C15 -0.35638 2.88995 -4.40284  -0.236
C16 -0.33818 2.18105 -5.68984  0.036
N8 -0.37438 2.26445 -3.23834  0.203
H1 -0.29628 4.45925 4.50066  0.095
H2 0.60982 2.97135 4.23876  0.083
H3 -1.17588 2.95525 4.24426  0.086
H4 -0.31928 6.00675 2.31476  0.117
H5 -0.31858 5.43245 -0.30794  0.101
H6 -2.66928 2.31115 -2.46434  0.121
H7 -4.48008 0.50045 -1.65154  0.117
H8 -4.48868 -1.24675 0.38916  0.096
H9 -3.63318 -0.61785 1.79676  0.090
H10 -2.85988 -1.84275 0.76446  0.049
H11 1.91982 2.34905 -2.73584  0.118
H12 3.98862 0.82715 -1.95984  0.118
H13 4.43992 -0.58695 0.27546  0.099
H14 2.94332 -1.37785 0.81246  0.064
H15 3.57312 0.02905 1.68886  0.095
H16 -0.29238 5.30055 -2.20214  0.128
H17 -0.30588 5.07865 -4.87904  0.129
H18 -0.33168 2.87825 -6.51904  0.103
H19 -1.20038 1.51905 -5.76934  0.115
H20 0.53842 1.53545 -5.74474  0.115
C17 -1.80578 -5.60595 1.20096  -0.060
C18 -1.89268 -4.65385 2.37886  -0.245
O1 -0.67328 -3.92425 2.57906  -0.289
P1 -0.18958 -2.61565 1.82616  0.614
O2 1.29192 -2.49285 2.43606  -0.376
C19 2.07962 -3.66735 2.78276  -0.245
C20 3.37702 -3.21055 3.41886  -0.056
O3 -0.01048 -3.20495 0.32606  -0.295
C21 0.08702 -2.39165 -0.83794  -0.297
C22 0.86422 -3.13825 -1.91084  -0.045
H21 -2.73188 -6.16755 1.12206  0.087
H22 -0.98678 -6.30465 1.34656  0.088
H23 -1.63968 -5.06725 0.27276  0.062
H24 -2.03498 -5.21075 3.30856  0.128
H25 -2.72538 -3.95325 2.25976  0.109
H26 2.26662 -4.25265 1.87996  0.128
H27 1.50462 -4.26985 3.48506  0.118
H28 4.03132 -2.73345 2.69536  0.068
H29 3.89152 -4.07215 3.83546  0.090
H30 3.17252 -2.51305 4.22966  0.084
H31 0.59492 -1.45155 -0.59114  0.076
H32 -0.92408 -2.16585 -1.19414  0.118
H33 1.80982 -3.49565 -1.51394  0.083
H34 1.06212 -2.46845 -2.74294  0.081
H35 0.29732 -3.98995 -2.27224  0.085

Results
HOMO-LUMO gap (spin up / spin down) = 9.10 / 4.24 eV
HOMO level (spin up / spin down) = -0.5273 / -0.5271 Ha
Energy relative to the best compared isomer or geometry (same formula, charge and spin) = 39.50 kcal per mole
Multiplicity = 2
LUMO energy (spin up / spin down) = -5.249 / -10.100 eV
⟨S²⟩ = 0.76
Total energy = -52093.912 eV
Total charge = +2

***

C22H23F6I2N7O7S2Yb as an isolated structure at a distorted geometry, computed with ωB97M-V with the def2-TZVPD basis set.

Last column: Löwdin charge in e.
Atoms and positions in Å:
Yb1 -0.02213 0.13114 -0.57248  1.630
O1 3.31565 -1.86695 -2.36079  0.035
C1 2.53182 -1.14033 -1.71953  -0.488
N1 1.36516 -0.60144 -2.09041  -0.116
C2 0.90793 -0.87481 -3.44739  -0.167
C3 -0.11268 -1.98872 -3.43126  -0.283
C4 0.29225 -3.26996 -3.72151  0.011
C5 -0.65150 -4.30574 -3.59770  -0.032
C6 -1.92618 -3.98853 -3.18163  -0.057
C7 -2.23087 -2.65941 -2.91644  -0.163
N2 -1.35187 -1.65638 -3.03211  -0.039
C8 2.89651 -0.92790 -0.27681  -0.169
C9 4.15213 -1.35937 0.23310  0.039
C10 4.36764 -1.29226 1.59090  -0.031
C11 3.36004 -0.89393 2.45627  -0.023
C12 2.18828 -0.46462 1.87126  -0.112
N3 1.97433 -0.42245 0.54677  -0.015
H1 1.75477 -1.11892 -4.09695  0.127
H2 0.43623 0.02003 -3.85028  0.097
H3 1.30883 -3.48550 -3.96504  0.118
H4 -0.36206 -5.33190 -3.75892  0.115
H5 -2.75191 -4.70574 -3.08773  0.120
H6 -3.23191 -2.36387 -2.62293  0.093
H7 4.83761 -1.74971 -0.52448  0.130
H8 5.31249 -1.59534 1.97941  0.113
H9 3.47447 -0.88769 3.53609  0.124
H10 1.36332 -0.06915 2.48021  0.107
C13 0.01366 -4.38220 0.71312  0.025
O2 -1.12999 -3.75842 1.33717  0.027
C14 -1.46395 -2.56916 0.93859  -0.533
O3 -0.67571 -1.85285 0.23000  -0.131
N4 -2.66877 -2.12137 1.28343  0.058
N5 -3.09305 -0.89671 0.71199  0.067
H11 -0.03083 -5.40302 0.97129  0.090
H12 0.90080 -3.93873 1.13680  0.098
H13 -0.00548 -4.24195 -0.36821  0.096
H14 -3.14822 -2.56805 2.04141  0.164
H15 -3.15834 -0.23875 1.49242  0.040
H16 -3.99161 -1.02965 0.28952  0.093
I1 -2.74813 0.86512 -2.74719  0.290
I2 -4.26630 3.08457 -2.45837  0.123
F1 -2.69489 3.38296 0.90375  0.116
C15 -2.59138 3.00307 2.17279  -0.702
F2 -3.64647 2.32625 2.55616  0.169
F3 -2.48850 4.05577 2.93435  0.200
S1 -1.06383 1.95858 2.21770  0.606
O4 -1.22634 1.19539 0.98503  -0.453
O5 0.05676 2.82835 2.11325  -0.255
N6 -0.96001 1.18602 3.54941  -0.265
S2 -2.10494 0.36758 4.25815  0.599
O6 -3.09178 -0.08139 3.31830  -0.309
O7 -2.56742 0.98585 5.43314  -0.206
C16 -1.23215 -1.19668 4.68297  -0.692
F4 -0.81112 -1.78948 3.58177  0.144
F5 -0.17035 -0.95702 5.46545  0.143
F6 -2.03982 -1.99499 5.34281  0.178
C17 1.73220 6.43971 -1.51145  -0.021
C18 1.39530 4.99471 -1.27596  -0.233
C19 1.98845 4.26841 -0.24629  0.011
C20 1.75798 2.92095 -0.12845  -0.131
N7 1.00311 2.24201 -0.98753  -0.064
C21 0.40600 2.91975 -1.95328  -0.164
C22 0.55818 4.27494 -2.10203  -0.007
H17 2.80539 6.58871 -1.68776  0.098
H18 1.37276 7.04822 -0.67766  0.097
H19 1.24521 6.75754 -2.44145  0.085
H20 2.65346 4.76644 0.41820  0.123
H21 2.19518 2.32818 0.66079  0.105
H22 -0.25271 2.37964 -2.63445  0.027
H23 0.03929 4.72119 -2.95929  0.132

Results
HOMO-LUMO gap (spin up / spin down) = 7.85 / 7.85 eV
HOMO level (spin up / spin down) = -0.4369 / -0.4370 Ha
Energy relative to the best compared isomer or geometry (same formula, charge and spin) = 11.03 kcal per mole
Multiplicity = 2
LUMO energy (spin up / spin down) = -4.041 / -4.040 eV
⟨S²⟩ = 0.75
Total energy = -133655.102 eV
Total charge = +1

***

One molecule with the formula C10H12OS at a distorted geometry, computed with ωB97M-V with the def2-TZVPD basis set.

Last column: Löwdin charge in e.
Atoms and positions in Å:
O1 3.56879 0.98170 -0.63630  0.066
S1 0.65360 -0.11543 1.63611  0.988
C1 2.97679 0.44763 0.29556  -0.440
C2 -2.11845 -0.37028 1.25744  -0.101
C3 -0.79934 -0.20109 0.69698  -0.521
C4 -3.22928 -0.26545 0.48007  -0.080
C5 -0.64811 -0.04776 -0.65975  -0.243
C6 3.75517 0.36079 1.64417  -0.039
C7 -3.14761 0.05039 -0.97111  -0.201
C8 -1.80604 -0.17443 -1.63008  -0.139
C9 0.76607 0.12810 -1.08841  -0.137
C10 1.66556 -0.30033 0.11715  -0.454
H1 -2.25486 -0.48180 2.32481  0.096
H2 -4.20816 -0.35283 0.92558  0.098
H3 3.82298 -0.69060 1.95887  0.083
H4 3.21975 0.95043 2.42107  0.072
H5 4.75464 0.79610 1.56636  0.079
H6 -3.94348 -0.45749 -1.52689  0.115
H7 -3.38123 1.10501 -1.06246  0.115
H8 -1.79567 -1.19429 -2.08541  0.132
H9 -1.66388 0.56180 -2.42008  0.116
H10 0.99487 -0.53311 -1.96501  0.141
H11 0.92449 1.18277 -1.31402  0.125
H12 1.89341 -1.37983 0.03534  0.130

Results
HOMO-LUMO gap = 8.30 eV
HOMO level = -0.2782 Ha
Energy relative to the best compared isomer or geometry (same formula, charge and spin) = 9.76 kcal per mole
LUMO energy = 0.734 eV
Total energy = -23446.440 eV
Total charge = 0

***

One molecule with the formula C5H9N3O2 at a distorted geometry, computed with ωB97M-V with the def2-TZVPD basis set.

Last column: Löwdin charge in e.
Atoms and positions in Å:
C1 -1.11694 -0.58459 0.09789  -0.123
C2 1.29752 -0.90517 -0.41375  -0.092
C3 -1.18692 0.71028 -0.82246  -0.202
C4 0.83958 0.03089 -1.63178  -0.257
C5 0.25126 -0.66086 0.67049  -0.379
N1 0.16532 1.11464 -1.17044  0.076
N2 0.60117 0.63084 1.09026  0.172
N3 0.07401 1.16905 2.23416  -0.431
O1 -0.43595 0.37302 3.05069  0.037
O2 0.11858 2.35957 2.39873  0.085
H1 -1.90079 -0.38767 0.76510  0.096
H2 -1.27872 -1.47610 -0.47951  0.113
H3 1.50790 -1.90300 -0.67046  0.098
H4 2.24048 -0.57445 -0.05611  0.098
H5 -1.82113 0.28290 -1.68980  0.140
H6 -1.80107 1.55456 -0.32422  0.135
H7 1.89257 0.36532 -1.97990  0.138
H8 0.30810 -0.60924 -2.40589  0.142
H9 0.24504 -1.49000 1.33699  0.154

Results
HOMO-LUMO gap (spin up / spin down) = 6.98 / 8.99 eV
HOMO level (spin up / spin down) = -0.3433 / -0.3762 Ha
Energy relative to the best compared isomer or geometry (same formula, charge and spin) = 191.27 kcal per mole
LUMO energy (spin up / spin down) = -2.364 / -1.244 eV
Total energy = -13888.287 eV
Total charge = 0

***

One molecule with the formula C3H4O5 at a distorted geometry, computed with ωB97M-V with the def2-TZVPD basis set.

Last column: Löwdin charge in e.
Atoms and positions in Å:
C1 0.92027 -0.43035 0.13863  -0.368
C2 -1.26159 0.76335 -0.13409  -0.457
C3 0.00620 0.28295 -0.86019  -0.223
O1 -0.06311 -1.16747 0.94561  0.004
O2 1.85866 -1.22121 -0.46492  0.051
O3 -0.91093 1.68634 0.78177  0.127
O4 -2.38241 0.56671 -0.51079  0.159
O5 0.15651 0.20026 -2.04528  0.181
H1 1.56912 -1.44039 -1.36513  0.112
H2 0.40085 -1.69314 1.60973  0.107
H3 -1.70408 2.13260 1.12373  0.142
H4 1.41052 0.32035 0.78093  0.165

Results
HOMO-LUMO gap = 10.33 eV
HOMO level = -0.3827 Ha
Energy relative to the best compared isomer or geometry (same formula, charge and spin) = 26.74 kcal per mole
LUMO energy = -0.088 eV
Total energy = -13412.684 eV
Total charge = 0